No. 1
Entry from the OMol25 dataset: a molecular structure, C7H17N in a non-equilibrium geometry (ωB97M-V/def2-TZVPD).

```
25
Properties=species:S:1:pos:R:3:forces:R:3:lowdin_charge:R:1
C -1.849 -0.560 1.431 0.489 0.702 -1.475 -0.317
N -1.815 -1.481 0.312 -2.727 -0.472 -0.781 0.078
C 1.623 0.544 0.194 0.964 -0.897 1.551 -0.322
C 2.526 0.843 -0.857 -0.115 -0.523 1.648 0.242
C 0.583 0.798 -0.960 -1.574 -0.014 -1.928 -0.159
C 0.428 -0.210 -2.154 0.545 1.082 -0.740 -0.053
C 1.607 -0.861 0.810 0.015 -0.960 -1.168 -0.025
C -2.593 0.839 1.258 0.652 -1.354 -0.680 -0.056
H -0.797 -0.548 1.155 1.053 1.593 2.875 0.034
H -2.266 -0.885 2.377 0.818 -0.897 0.131 0.106
H -2.574 -2.173 0.389 0.317 -0.174 0.013 0.057
H 1.398 1.269 0.974 0.595 0.422 -0.341 0.160
H 3.207 1.696 -0.854 -0.997 0.596 -0.515 0.147
H 2.707 0.066 -1.581 0.205 -0.068 -0.046 0.119
H -0.348 0.556 -0.417 0.429 0.050 0.678 0.120
H 0.408 1.866 -1.128 0.289 -0.184 -0.598 0.147
H -0.607 -0.503 -2.298 0.007 -0.100 0.300 0.082
H 0.759 0.233 -3.104 -0.099 0.076 0.295 0.093
H 1.056 -1.088 -2.041 -0.189 -0.279 0.381 0.084
H 1.468 -0.883 1.884 -0.008 0.432 0.088 0.097
H 2.538 -1.382 0.581 0.063 0.096 0.156 0.095
H 0.828 -1.487 0.362 -0.005 0.129 0.093 0.074
H -3.308 0.799 2.073 -0.418 0.631 -0.417 0.068
H -1.957 1.717 1.340 0.173 -0.126 0.226 0.060
H -3.024 0.836 0.256 -0.483 0.239 0.254 0.069
```
Forces are in eV/Å.

Properties
molecular weight: 115.2 g/mol
spin multiplicity: 2
DFT total energy: -331.181109 Ha
HOMO-LUMO gap (spin up / spin down): 7.13 / 7.72 eV
expectation value of S²: 0.7546
charge: +1

---

No. 2
Entry from the OMol25 dataset: a molecular structure, C20H30N2O3 in a non-equilibrium geometry (ωB97M-V/def2-TZVPD).

```
55
Properties=species:S:1:pos:R:3:forces:R:3:lowdin_charge:R:1
C -7.686 -1.284 -0.392 0.815 -1.558 -12.727 -0.068
H -7.418 -2.190 -1.081 -2.304 0.548 0.891 0.160
H -8.232 -1.411 0.336 -5.503 -1.673 7.335 0.015
H -8.119 -0.545 -1.141 0.323 -0.561 0.935 0.144
O -6.489 -1.007 -0.074 0.168 0.449 14.186 0.045
C -5.613 -0.589 -0.756 6.944 3.213 3.184 -0.688
O -5.806 -0.712 -1.835 -0.532 -0.249 -16.295 0.217
C -4.335 -0.011 -0.280 -1.156 -1.732 3.624 -0.100
C -3.306 0.394 -1.064 3.237 2.316 14.120 0.061
C -2.040 0.773 -0.412 -3.540 1.160 1.977 0.069
C -1.995 1.072 0.999 -1.094 -3.723 -1.914 -0.195
C -3.098 0.563 1.683 0.988 -1.251 0.330 -0.047
C -4.155 -0.161 1.114 -0.417 3.962 1.476 0.007
H -4.975 -0.203 1.892 0.591 -1.128 -1.530 0.141
H -2.900 0.486 2.732 -0.647 0.186 0.795 0.104
C -0.725 1.350 1.704 0.035 5.700 -12.356 -0.030
N 0.535 0.719 0.907 -2.601 15.886 -1.062 -0.194
C 1.686 1.516 1.299 -0.153 4.222 -6.059 -0.070
C 2.977 1.218 0.250 -1.365 -5.222 10.903 -0.287
N 2.990 -0.273 0.599 0.047 -2.671 -2.931 -0.040
C 1.762 -1.041 0.058 -0.641 9.969 6.716 -0.007
C 0.559 -0.450 1.202 5.071 -13.858 0.444 -0.256
H -0.258 -0.941 0.839 -2.766 -1.725 -0.186 0.093
H 0.860 -0.726 2.273 -0.160 -0.273 -0.945 0.156
H 1.966 -1.932 0.073 2.053 -9.854 1.203 0.002
H 1.583 -0.871 -0.910 -1.498 1.649 -3.764 0.063
C 4.289 -1.096 0.076 -2.642 13.726 -3.661 -0.373
C 4.723 -1.874 1.026 1.480 -9.996 10.340 -0.275
C 5.314 -3.117 0.315 4.520 2.967 -4.495 -0.128
H 5.435 -4.105 0.739 -0.437 0.077 0.164 0.087
C 4.614 -2.940 -1.151 1.743 -13.003 1.272 -0.306
H 5.107 -3.538 -2.056 -0.648 1.171 2.093 0.160
H 3.687 -3.538 -0.949 0.129 0.397 -0.612 0.127
C 4.328 -1.688 -1.355 0.428 12.090 -1.405 -0.260
H 3.406 -1.462 -1.901 0.313 0.036 -0.033 0.107
H 5.223 -0.926 -1.855 -2.283 -2.532 0.826 0.189
H 6.453 -2.772 -0.154 -2.341 -1.037 2.042 0.159
H 5.311 -1.636 2.129 -1.377 0.145 -3.662 0.194
H 3.771 -2.418 1.523 1.355 1.144 -0.715 0.158
H 4.906 0.017 0.232 -0.471 -3.122 -1.419 0.191
H 3.875 1.502 0.837 -0.494 0.891 -1.403 0.160
C 2.502 1.655 -0.899 7.846 1.588 -9.064 -0.191
C 3.024 2.974 -1.320 3.572 -2.981 -1.607 -0.197
O 4.451 3.032 -1.072 -1.792 2.121 3.447 -0.036
H 4.879 2.619 -1.733 2.323 -2.356 -3.550 0.012
H 2.781 3.634 -0.670 -2.628 5.062 3.667 0.057
H 2.967 3.227 -2.334 -1.334 0.459 -1.381 0.118
H 1.712 1.373 -1.339 -6.786 -1.814 -1.931 0.045
H 3.220 1.020 -1.922 -1.364 0.881 2.460 0.213
H 1.441 2.711 1.149 0.310 -2.918 0.384 0.168
H 2.026 1.419 2.220 1.358 -0.914 4.563 0.061
H -0.623 2.519 1.447 0.246 -2.238 1.087 0.168
H -0.424 1.187 2.554 1.407 -1.890 9.650 0.022
H -1.184 1.045 -0.923 1.499 0.122 -1.544 0.080
H -3.259 0.252 -1.924 0.174 -1.859 -13.864 -0.002
```
Forces are in eV/Å.

Properties
molecular weight: 346.5 g/mol
DFT total energy: -1114.530844 Ha
HOMO-LUMO gap: 8.40 eV

---

No. 3
Entry from the OMol25 dataset: a single C6H9N molecule (ωB97M-V/def2-TZVPD).

```
16
Properties=species:S:1:pos:R:3:forces:R:3:lowdin_charge:R:1
C -2.055 -0.114 0.072 -0.188 0.058 0.134 -0.279
C -0.699 -0.617 -0.451 0.058 -0.368 0.083 -0.252
N -1.973 0.031 -1.280 -0.434 0.141 0.074 0.029
C 0.220 0.330 -1.423 0.421 0.159 -0.212 0.026
C 0.552 0.116 -0.043 -0.011 0.126 -0.095 -0.425
C 0.939 0.906 1.138 -0.074 0.223 0.110 -0.058
C 1.704 -0.350 0.753 0.143 -0.215 0.031 -0.055
H -2.065 0.751 0.759 0.078 -0.105 -0.123 0.102
H -2.576 -0.987 0.503 0.105 0.012 -0.068 0.105
H -0.601 -1.695 -0.567 0.005 0.278 -0.123 0.148
H -0.132 1.299 -1.752 -0.087 -0.288 0.113 0.112
H 0.674 -0.277 -2.198 0.032 -0.028 0.137 0.120
H 0.302 0.855 2.016 0.093 -0.006 -0.122 0.107
H 1.412 1.868 0.969 -0.016 -0.108 0.039 0.107
H 2.697 -0.238 0.327 -0.138 -0.001 0.059 0.106
H 1.570 -1.231 1.373 0.013 0.123 -0.038 0.108
```
Forces are in eV/Å.

Properties
molecular weight: 95.1 g/mol
DFT total energy: -288.556636 Ha
HOMO-LUMO gap: 8.44 eV

---

No. 4
Entry from the OMol25 dataset: 2 unconnected molecules or ions with the total composition C4H12 (ωB97M-V/def2-TZVPD).

```
16
Properties=species:S:1:pos:R:3:forces:R:3:lowdin_charge:R:1
C 0.528 0.117 2.379 -0.302 0.305 -0.057 -0.174
C 1.543 -0.820 1.747 -0.320 -0.633 -0.116 -0.177
H 0.965 1.087 2.631 -0.019 -0.146 0.120 0.063
H -0.316 0.319 1.712 0.186 0.028 -0.187 0.049
H 0.060 -0.306 3.267 0.245 -0.036 0.146 0.061
H 1.029 -1.684 1.309 0.050 0.091 0.027 0.060
H 2.241 -1.243 2.473 0.067 0.262 -0.008 0.060
H 2.101 -0.357 0.936 0.080 0.132 0.055 0.058
C -0.575 0.697 -2.585 0.586 -0.406 0.243 -0.168
C -1.467 0.009 -1.550 -0.411 0.393 0.074 -0.171
H -0.898 1.717 -2.761 -0.140 0.053 -0.261 0.056
H 0.456 0.763 -2.218 -0.116 0.045 -0.030 0.058
H -0.524 0.145 -3.528 -0.110 0.156 0.060 0.061
H -1.940 0.777 -0.931 -0.058 -0.198 0.004 0.060
H -0.939 -0.646 -0.863 0.229 -0.139 -0.111 0.046
H -2.263 -0.576 -2.018 0.033 0.093 0.041 0.060
```
Forces are in eV/Å.

Properties
molecular weight: 60.1 g/mol
structure (SMILES): CC.CC
DFT total energy: -159.580738 Ha
HOMO-LUMO gap: 12.93 eV

---

Calculated relative energy (zero: lowest compared OMol25 entry of this formula, charge and spin) (kJ/mol), listed in the same order as above: 455.5; 2253.0; 591.8; 11.1